# 1
A molecular structure, H30O15 in a non-equilibrium geometry. Source: the Open Molecules 2025 dataset; level of theory: ωB97M-V/def2-TZVPD.

Output
E   -31188.8501 eV
M   270.22 u
Orbital gap   0.285 Ha
Relative energy (zero: lowest compared OMol25 entry of this formula, charge and spin)   12.815 eV
HOMO energy   -0.2946 hartree

```
45
Properties=species:S:1:pos:R:3:forces:R:3
H 0.57532 -0.17757 -0.04116 -0.741 0.148 0.651
H -0.35620 -0.03482 1.18039 -3.246 2.455 1.567
H -4.42064 -2.73150 2.31144 0.079 0.044 -0.111
H -2.99354 -2.48896 1.79760 -0.473 0.171 -0.210
H -1.47246 2.25574 0.96616 0.287 2.784 1.084
H -0.82658 3.32893 1.98431 0.375 -0.238 1.451
H 3.49999 -2.01728 -1.94898 -0.772 -0.805 -1.702
H 2.29080 -2.20207 -2.97923 -2.471 -0.274 0.302
H 0.91233 -5.40435 -1.88369 -0.839 0.008 -0.346
H 1.42714 -4.48963 -0.90699 -1.990 0.330 -0.512
H 1.36914 1.22838 1.62124 0.022 0.083 1.456
H 0.47146 1.68092 0.39085 2.502 -0.557 0.978
H -3.60837 1.60892 1.68681 -0.084 0.035 0.639
H -4.48292 2.40614 0.69948 0.414 -0.326 0.109
H -1.83672 1.01972 -0.48186 -0.040 -0.139 -0.262
H -0.62923 0.73418 -1.39912 3.638 0.563 -0.181
H -1.00784 -1.44047 4.18206 0.457 -0.280 0.767
H -0.08969 -0.25377 3.56588 -1.959 -1.775 0.271
H -0.02580 -2.52021 0.79085 0.045 0.633 1.720
H -0.32664 -2.66439 2.32363 -0.223 -1.308 0.512
H 2.72363 -0.48176 -1.69526 -0.300 0.733 -0.976
H 2.70481 0.57124 -2.90970 -0.801 -2.012 0.990
H -2.04650 -3.53737 -3.53647 -0.246 -0.115 0.617
H -1.42458 -2.23642 -3.47310 0.553 1.088 -0.121
H 0.05539 5.85004 1.17185 2.671 2.973 0.207
H 0.01340 4.32820 0.77817 0.418 0.889 0.215
H 4.03091 0.95066 -0.99692 1.236 -1.376 1.650
H 3.60828 -0.19820 -0.11898 -0.271 -0.193 0.827
H 1.84011 3.38193 -1.43889 -1.331 0.288 1.044
H 0.52369 3.91073 -0.74879 -2.576 2.898 -1.195
O 0.24382 -0.55606 0.78116 2.150 -0.920 -6.921
O -3.93073 -2.34498 1.57610 0.423 -0.155 0.317
O -1.27913 3.25590 1.16691 -2.388 -5.913 -2.130
O 3.19875 -2.16400 -2.88118 5.747 -5.878 0.667
O 0.54865 -4.65103 -1.38864 2.918 -0.318 0.882
O 1.30590 1.18341 0.69191 1.104 5.253 -2.164
O -3.89156 1.63995 0.77934 -0.184 0.183 -0.728
O -1.52115 0.63808 -1.30758 -3.986 -0.341 -0.034
O -0.96792 -0.76317 3.52235 1.167 2.466 -0.336
O 0.08134 -2.08280 1.68350 -0.663 -7.116 2.058
O 2.49643 -0.39926 -2.64115 -1.625 8.131 0.417
O -1.92244 -2.80868 -2.90651 -0.346 -0.949 -0.488
O -0.45421 5.11357 1.07764 -1.431 -0.282 -0.293
O 4.41347 0.26718 -0.34122 -0.877 1.685 -1.969
O 1.18009 3.29494 -0.70421 3.659 -2.569 -0.721
```
Positions in Å, forces in eV/Å.

***

# 2
6 unconnected molecules or ions with the total composition C29H44O7S5 in a non-equilibrium geometry. Source: the Open Molecules 2025 dataset; level of theory: ωB97M-V/def2-TZVPD.

Output
E   -99267.3830 eV
M   665.00 u
Orbital gap   0.264 Ha
HOMO energy   -0.2974 hartree

```
85
Properties=species:S:1:pos:R:3:forces:R:3
C 3.76623 -3.24858 4.89318 -0.627 8.215 -5.507
C 3.77193 -2.14008 3.99424 -0.868 -6.872 5.903
C 3.46913 -0.90907 2.90796 -0.164 -0.997 0.663
C 1.81952 -0.70635 2.79777 0.149 -1.016 0.531
C 1.30845 0.71194 3.51038 -0.609 -0.799 -1.442
C -0.32107 0.69556 3.74844 -3.552 0.344 0.573
C -1.17937 2.10162 3.46765 -2.352 -2.825 0.970
C -2.82887 2.16907 3.63248 2.098 -4.589 1.123
C -3.59118 0.77092 4.09718 2.277 -0.417 -0.228
C -2.76236 -0.64517 4.42229 1.717 2.696 -1.119
C -1.12683 -0.67797 4.25110 -2.287 3.135 -0.580
C -3.63736 -1.99784 4.87295 0.815 -2.392 2.973
O -3.27132 -2.82030 5.86137 -2.021 4.950 -6.279
C -5.04564 -2.21042 3.99545 -1.673 0.223 -1.282
C -5.51213 -3.69207 3.46899 -1.915 3.727 -0.503
C -6.88611 -3.80734 2.56926 2.091 4.165 1.836
C -7.68990 -2.40569 2.24896 2.332 -0.163 1.512
C -7.24498 -0.90749 2.78369 2.547 -3.292 1.047
C -5.87801 -0.79401 3.68119 -1.099 -3.119 -1.358
C -5.25073 0.64308 4.26378 -2.120 2.874 1.982
O -6.00935 1.58485 4.84868 4.650 -5.789 -3.951
H 3.58040 -3.90098 5.86702 0.702 1.778 -2.767
H 3.91883 -1.20674 1.86092 -0.754 0.626 2.259
H 3.95238 0.08101 3.31487 -0.739 -2.118 -0.758
H 1.36196 -1.66761 3.33468 0.847 2.323 -1.117
H 1.51015 -0.79384 1.66947 0.518 0.484 2.189
H 1.50651 1.56061 2.69568 -0.301 -1.621 2.145
H 1.94238 0.85580 4.48357 -1.475 -0.072 -1.780
H -0.65557 3.11269 3.13820 -0.915 -2.461 0.780
H -3.48828 3.11640 3.43998 1.592 -2.024 0.416
H -0.55749 -1.69407 4.48207 -1.353 2.541 -0.551
H -4.82648 -4.61607 3.77078 -1.791 2.236 -0.783
H -7.19333 -4.87828 2.19761 0.394 2.383 0.683
H -8.66826 -2.49432 1.57316 2.403 0.304 1.704
H -7.87010 0.06010 2.49361 1.526 -2.421 0.763
C 5.13584 -3.33857 -1.92902 0.026 -0.185 0.161
S 4.50604 -1.72632 -1.40381 0.012 -0.031 0.252
O 4.89198 -1.53772 0.03311 -0.190 -0.228 -0.550
C 2.75735 -2.18894 -1.44136 -0.069 0.000 0.107
H 6.22763 -3.29777 -1.94244 -0.153 0.106 0.043
H 4.81180 -4.11306 -1.22941 0.013 0.101 -0.019
H 4.77125 -3.56443 -2.93388 -0.009 0.094 0.062
H 2.57980 -3.03412 -0.77173 0.142 0.053 -0.018
H 2.47066 -2.45199 -2.46200 0.084 0.080 0.051
H 2.16502 -1.33364 -1.10911 0.214 0.003 -0.097
C 5.31522 0.43945 -4.41522 0.018 -0.119 -0.090
S 4.73412 1.68681 -3.24123 -0.336 -0.118 0.034
O 3.50404 1.14306 -2.57755 0.318 0.202 -0.358
C 4.19621 2.88054 -4.48983 0.006 -0.083 0.129
H 5.66879 -0.42856 -3.85362 -0.084 0.223 0.036
H 4.49764 0.13530 -5.07353 0.000 0.100 0.092
H 6.13959 0.84745 -5.00481 -0.087 0.055 0.071
H 3.44752 2.42610 -5.14343 0.080 -0.029 0.103
H 5.05709 3.20879 -5.07654 -0.033 -0.143 0.049
H 3.75714 3.74115 -3.98056 0.037 -0.176 0.088
C 4.51690 6.52492 -6.72617 0.106 0.077 -0.014
S 4.00943 4.81932 -7.05059 0.292 0.040 -0.329
O 5.25439 4.01246 -7.27036 -0.475 0.440 0.002
C 3.28047 5.14806 -8.67351 0.053 -0.015 -0.112
H 5.03608 6.55639 -5.76527 -0.092 -0.121 -0.120
H 5.19185 6.87078 -7.51302 -0.058 -0.125 0.037
H 3.63419 7.16709 -6.68008 0.025 -0.115 0.003
H 4.03156 5.57859 -9.34041 0.001 -0.058 0.134
H 2.43823 5.83483 -8.56360 0.062 -0.067 0.073
H 2.92427 4.20401 -9.09148 0.080 0.071 0.159
C 2.19706 5.05620 0.81052 -0.075 -0.083 -0.081
S 1.88277 5.74001 2.45535 -0.320 -0.177 0.051
O 0.71692 4.99740 3.03722 0.397 0.305 -0.402
C 1.27345 7.34233 1.87691 -0.141 0.041 -0.025
H 2.55537 4.03015 0.92321 -0.043 0.156 0.088
H 1.27534 5.05459 0.22339 0.026 0.023 0.129
H 2.96188 5.65172 0.30644 -0.034 -0.021 0.113
H 0.40859 7.19993 1.22422 0.073 -0.082 0.078
H 2.06844 7.86299 1.33839 -0.001 -0.090 0.072
H 0.97755 7.93499 2.74524 0.078 -0.170 -0.044
C -6.43164 -6.77093 -0.96456 0.142 -0.009 0.026
S -7.93854 -6.91175 0.02604 0.144 -0.097 0.162
O -7.53294 -6.88877 1.46972 -0.044 -0.074 -0.570
C -8.28946 -8.63139 -0.41329 0.032 -0.111 0.093
H -6.00928 -5.77436 -0.81524 -0.157 -0.105 0.055
H -5.70421 -7.52273 -0.64844 -0.125 0.041 0.050
H -6.67435 -6.90486 -2.02137 -0.062 0.022 0.103
H -7.44769 -9.26858 -0.13103 -0.033 0.136 0.021
H -8.47166 -8.70428 -1.48781 0.007 0.096 0.078
H -9.18286 -8.95206 0.12689 0.110 0.156 -0.027
```
Positions in Å, forces in eV/Å.

***

# 3
A molecular structure, C7H6OS2 in a non-equilibrium geometry. Source: the Open Molecules 2025 dataset; level of theory: ωB97M-V/def2-TZVPD.

Output
E   -31070.6779 eV
M   170.26 u
Orbital gap   0.309 Ha
Relative energy (zero: lowest compared OMol25 entry of this formula, charge and spin)   3.217 eV
HOMO energy   -0.2994 hartree

```
16
Properties=species:S:1:pos:R:3:forces:R:3
C -1.94343 -1.63424 -0.85949 -2.220 0.620 0.286
C -1.20147 -0.50177 -0.19194 3.687 -0.439 -2.300
C 0.17874 -0.39088 -0.51393 -1.770 -0.060 0.341
C 0.75716 0.69699 0.15697 -0.796 2.883 0.720
C 2.01790 1.35417 0.11112 0.810 0.446 4.903
C 2.16066 2.18477 1.33077 -0.289 -1.245 -4.640
C -0.14087 1.44263 0.96550 -0.565 -0.799 -0.135
H -1.13525 -3.46773 -0.62061 0.780 3.859 -4.701
H -2.48180 -2.09000 0.06909 0.097 0.327 -2.173
H -2.67118 -1.17472 -1.68654 1.220 -1.248 1.905
H 0.83308 -0.98248 -1.19216 -1.291 0.075 0.604
H 2.86933 0.93531 -0.39002 0.316 0.154 -0.266
H 2.99938 2.78711 1.57947 0.673 0.217 0.160
O -1.07961 -2.59873 -1.52114 -1.321 -3.430 5.550
S 0.67379 2.65592 1.96573 -1.539 -1.422 -0.480
S -1.83643 0.78366 0.79719 2.208 0.060 0.224
```
Positions in Å, forces in eV/Å.

***

# 4
A molecular structure, C22H24FeN5S. Source: the Open Molecules 2025 dataset; level of theory: ωB97M-V/def2-TZVPD.

Output
2S+1   5
E   -75877.5927 eV
Net charge   -1
M   446.38 u
Orbital gap (spin up / spin down)   0.155 / 0.167 Ha
HOMO energy (spin up / spin down)   -0.0682 / -0.0798 hartree

```
53
Properties=species:S:1:pos:R:3:forces:R:3
Fe -0.17858 -0.38068 0.08297 -0.542 -0.158 -0.169
C -0.97132 2.52951 1.52921 -0.079 -0.053 0.101
N -1.02848 1.63741 0.37643 0.052 0.164 -0.343
C -1.64562 2.07550 -0.66757 0.035 -0.053 0.171
C -1.73076 1.29550 -1.85869 0.141 0.005 -0.004
C -2.46951 1.49788 -3.03209 -0.044 -0.046 -0.018
C -2.27252 0.34730 -3.80330 -0.022 0.097 -0.024
C -1.41911 -0.47692 -3.05535 -0.010 0.003 0.156
N -1.08184 0.09278 -1.89062 0.070 -0.033 -0.082
C -0.13914 3.76457 1.27530 -0.007 0.025 0.005
C 1.16190 3.63830 0.78921 0.018 0.017 0.010
C 1.93467 4.76118 0.54741 0.027 0.009 -0.024
C 1.42167 6.03278 0.78230 -0.002 0.000 -0.012
C 0.13189 6.16647 1.26666 -0.006 0.024 0.010
C -0.64160 5.03669 1.51103 -0.022 -0.006 -0.012
H -0.54270 1.96957 2.36332 -0.027 -0.012 -0.031
H -1.98234 2.82533 1.83440 0.042 0.017 -0.008
H -2.13776 3.05552 -0.66001 0.006 -0.027 0.023
H -3.09419 2.34775 -3.26004 -0.018 0.040 -0.019
H -2.70306 0.12201 -4.76680 -0.019 -0.003 -0.017
H -1.08080 -1.47479 -3.30134 0.025 -0.024 0.003
H 1.56064 2.64610 0.60527 -0.006 -0.013 0.054
H 2.94895 4.64687 0.18105 0.006 0.003 0.008
H 2.02547 6.90954 0.58832 0.018 0.022 0.002
H -0.27884 7.15105 1.45374 -0.002 0.001 -0.004
H -1.65310 5.14643 1.88487 -0.009 0.004 0.005
S 2.20917 0.22700 -0.29073 0.123 -0.221 -0.020
C 2.10800 0.67324 -1.93249 0.077 0.326 0.020
N 1.90032 -0.22632 -2.89837 -0.094 0.195 0.242
C 1.59600 0.15033 -4.27319 0.116 -0.014 -0.161
C 1.04746 1.56476 -4.32636 -0.005 0.049 0.055
C 2.01709 2.48975 -3.60713 -0.034 0.016 -0.107
N 2.29550 1.96538 -2.27740 -0.197 -0.383 0.080
H 1.54009 -1.10198 -2.54750 0.088 -0.034 -0.001
H 0.87175 -0.56282 -4.65867 -0.049 0.025 -0.010
H 2.50726 0.07132 -4.87938 -0.050 0.003 0.027
H 0.06845 1.59518 -3.84120 0.039 -0.004 -0.028
H 0.92863 1.87729 -5.36478 0.002 -0.005 0.016
H 1.59881 3.48983 -3.48633 -0.014 -0.038 -0.038
H 2.95342 2.58382 -4.16919 -0.041 -0.002 0.001
H 2.24032 2.59446 -1.49396 0.121 0.033 0.011
N -0.91667 -1.87092 0.74414 0.435 0.280 0.126
C -1.59774 -2.99550 0.75171 -0.090 -0.115 -0.009
C -2.53386 -3.35003 -0.27800 -0.001 0.017 -0.028
C -3.23847 -4.53348 -0.26386 -0.066 -0.062 -0.046
C -3.08883 -5.46697 0.76344 -0.004 -0.021 0.024
C -2.19385 -5.15286 1.78806 -0.063 -0.086 -0.009
C -1.47932 -3.97518 1.79209 0.076 0.044 0.057
H -2.67585 -2.63865 -1.08369 0.005 0.041 -0.035
H -3.93012 -4.74078 -1.07760 -0.001 -0.001 0.012
H -3.64943 -6.39315 0.76882 -0.007 -0.025 0.000
H -2.05404 -5.85345 2.60675 0.002 -0.025 0.023
H -0.78792 -3.75498 2.59831 0.008 0.003 0.014
```
Positions in Å, forces in eV/Å.

***

# 5
6 unconnected molecules or ions with the total composition C15H28Br10NO2 in a non-equilibrium geometry. Source: the Open Molecules 2025 dataset; level of theory: ωB97M-V/def2-TZVPD.

Output
E   -722018.6285 eV
Net charge   -1
M   1053.43 u
Orbital gap   0.223 Ha
HOMO energy   -0.1577 hartree

```
56
Properties=species:S:1:pos:R:3:forces:R:3
C 7.22111 3.72299 -0.04797 0.254 -0.371 0.669
C 6.70730 2.88995 0.92928 -0.265 -0.053 -0.680
C 5.67432 1.86654 0.49370 2.150 -0.587 -0.080
C 4.45948 2.51671 -0.17576 -0.503 -0.518 -0.439
N 3.89221 1.49993 -1.10696 0.196 0.431 -0.217
C 3.40922 3.02189 0.83341 -1.295 -0.264 0.437
O 2.29214 2.44614 0.86004 0.220 -0.351 -0.508
O 3.73246 3.98460 1.54355 0.963 0.513 0.118
H 7.86513 3.27638 -0.80590 -1.575 -0.116 -1.224
H 6.94173 4.77271 -0.09593 1.636 0.436 0.903
H 7.02385 2.93769 1.96960 -1.488 1.193 0.374
H 6.18139 1.25352 -0.27802 -0.272 -0.067 -0.037
H 5.40574 1.19659 1.31226 -0.223 0.035 -0.080
H 4.74892 3.37218 -0.79288 0.433 0.110 0.461
H 4.59342 1.43038 -1.84568 -0.009 -0.231 -0.005
H 3.12034 1.97873 -1.56576 -0.304 -0.288 0.237
Br 4.63089 -2.43433 -0.09880 0.017 -0.087 -0.088
C 2.93919 -1.59354 -0.57094 0.058 0.088 0.312
C 1.77186 -2.51549 -0.36703 -0.042 0.036 -0.043
Br 1.63433 -3.84470 -1.79229 0.020 -0.118 0.018
H 3.03674 -1.24814 -1.59335 -0.026 0.047 0.032
H 2.86403 -0.73048 0.08930 -0.041 0.088 -0.129
H 0.84391 -1.95458 -0.41603 0.059 0.054 -0.003
H 1.81444 -3.06289 0.56907 0.063 -0.025 -0.027
Br -2.78638 -4.74369 -1.14459 -0.080 -0.088 0.065
C -2.33028 -5.51906 -2.86685 0.082 0.039 0.218
C -1.66701 -4.50542 -3.76123 -0.057 -0.014 -0.206
Br -2.96362 -3.25530 -4.50648 0.023 0.023 0.029
H -3.24535 -5.92377 -3.28775 0.015 0.042 -0.060
H -1.64548 -6.33401 -2.64097 0.056 0.047 -0.043
H -1.21506 -4.99403 -4.62218 -0.018 -0.022 0.014
H -0.91644 -3.91291 -3.24595 -0.049 -0.007 0.061
Br -3.08726 -3.36793 2.40066 -0.016 -0.059 0.070
C -4.86309 -2.96571 1.71923 0.200 -0.157 -0.127
C -4.95758 -1.52855 1.29052 -0.192 0.100 0.074
Br -5.10974 -0.32638 2.81239 0.021 0.031 -0.018
H -5.57170 -3.23417 2.49641 -0.007 0.085 0.014
H -5.00011 -3.62427 0.86289 0.001 0.046 -0.026
H -5.85963 -1.36199 0.70475 0.012 -0.044 -0.015
H -4.09312 -1.20378 0.72024 0.013 -0.063 -0.003
Br -5.64827 3.30725 4.45064 0.013 0.059 0.058
C -3.86685 3.92153 3.94865 -0.144 -0.101 -0.187
C -2.85215 2.81351 4.04504 0.226 0.091 0.119
Br -2.36603 2.45557 5.89538 -0.069 -0.060 -0.016
H -3.63472 4.76731 4.58740 0.042 -0.047 0.035
H -3.96185 4.26136 2.91948 0.033 -0.052 -0.009
H -1.92441 3.10260 3.55507 -0.020 0.030 -0.013
H -3.20551 1.87740 3.62421 -0.040 0.035 -0.019
Br -1.48301 -1.17522 -1.41842 -0.254 0.043 -0.044
C -2.33294 0.11128 -2.60473 0.265 -0.018 0.050
C -2.60080 1.42097 -1.90932 -0.148 0.065 -0.071
Br -4.14004 1.31307 -0.72131 0.060 0.052 0.032
H -3.23029 -0.36281 -2.99002 -0.024 0.031 0.038
H -1.62454 0.25603 -3.41794 -0.012 0.048 0.008
H -2.85781 2.18950 -2.63524 0.018 -0.035 -0.030
H -1.76310 1.75885 -1.30688 0.026 -0.057 0.000
```
Positions in Å, forces in eV/Å.

***

# 6
A single C4H9N3S molecule in a non-equilibrium geometry. Source: the Open Molecules 2025 dataset; level of theory: ωB97M-V/def2-TZVPD.

Output
SMILES string   C[C@H](C=S)N/N=C/N
E   -19597.1103 eV
M   131.20 u
Orbital gap   0.311 Ha
Relative energy (zero: lowest compared OMol25 entry of this formula, charge and spin)   2.526 eV
HOMO energy   -0.3074 hartree

```
17
Properties=species:S:1:pos:R:3:forces:R:3
C -1.89383 1.90898 0.15092 1.282 -0.700 -1.246
C -0.78587 0.87781 -0.28160 -2.348 0.056 0.290
C 2.34729 0.05366 0.34983 -0.939 1.923 0.187
C -0.98585 -0.44612 0.40675 1.360 -1.341 0.490
H -1.83889 1.93914 1.21753 -0.416 0.413 0.706
H -2.89626 1.68681 -0.24990 0.543 -0.199 0.359
H -1.55161 2.84129 -0.29615 -0.245 0.352 0.263
H -0.95085 0.59261 -1.31086 0.179 0.360 -0.748
H 0.77913 2.21580 -0.57471 -0.514 -1.529 0.749
H 2.40583 0.74896 1.32679 0.325 -1.959 -2.039
H 3.86630 -1.25817 0.59169 0.926 -0.978 0.852
H 3.00562 -1.29133 -0.94024 0.582 0.057 0.862
H -0.17033 -0.67312 1.16378 -1.349 0.415 -0.436
N 0.55119 1.34766 -0.00636 -0.127 1.213 -0.444
N 1.35765 0.27269 -0.45940 1.958 -0.001 0.747
N 3.30511 -0.82331 -0.07391 -1.408 0.983 -0.949
S -1.95232 -1.67170 -0.05660 0.190 0.935 0.356
```
Positions in Å, forces in eV/Å.

***

Question: The lowest E belongs to which entry?
Answer: C15H28Br10NO2

***

Question: Which formula does entry 4 have?
Answer: C22H24FeN5S